Molecular formula: C6H12O
Method: DFT, ωB97M-V/def2-TZVPD

```
19
Properties=species:S:1:pos:R:3:forces:R:3
C 1.1234 0.3815 -1.4559 -0.45 0.12 0.12
C 0.1994 -0.3658 -0.8596 -0.09 0.86 -0.35
C -1.1067 -0.9777 -1.0774 -0.18 0.01 -0.25
C -0.6785 -0.4712 0.3061 0.05 0.14 0.13
C -1.1367 0.8742 0.8183 -0.13 0.08 0.03
C -0.1389 1.4818 1.8031 0.01 0.03 0.05
H 1.8296 0.9799 -0.8877 -0.06 -0.03 -0.09
H 1.1668 0.4056 -2.5397 0.15 0.03 0.05
H -1.7702 -0.3765 -1.6903 -0.25 -0.11 0.16
H -1.2190 -2.0559 -1.1734 0.20 0.26 -0.03
H -0.5686 -1.2613 1.0528 0.19 0.20 -0.25
H -1.2263 1.5333 -0.0539 -0.11 -0.03 0.17
H -2.1294 0.7889 1.2715 0.05 0.03 0.04
H -0.4885 2.4550 2.1608 0.06 -0.12 -0.01
H 0.8404 1.6321 1.3313 -0.20 -0.06 0.05
H 0.0072 0.8333 2.6747 -0.04 0.08 -0.11
O 1.6092 -2.2916 -0.7218 0.83 -0.43 0.07
H 1.8503 -1.4484 -1.1581 -0.11 -0.89 0.25
H 1.8365 -2.1172 0.1992 0.05 -0.18 -0.04
```
Positions in Å, forces in eV/Å.

Max |F|: 0.9 eV/Å
E_tot: -310.96247 a.u.
Kohn-Sham gap: 10.26 eV
Lowest unoccupied orbital energy: 0.96 eV
HOMO level: -0.3414 Eh
Structure (SMILES): C=C1C[C@@H]1CC.O

=====

Molecular formula: C6H12O
Method: DFT, ωB97M-V/def2-TZVPD

```
19
Properties=species:S:1:pos:R:3:forces:R:3
C 2.0792 -0.4086 -0.1497 0.00 -0.04 -0.07
C 0.9848 0.0656 0.8084 0.35 0.01 0.20
C -0.3593 0.4321 -0.5767 -0.20 -0.01 -0.22
C -0.5607 -0.7782 -1.4617 0.05 -0.05 -0.07
C -0.8336 -0.0918 1.1151 -0.22 -0.10 0.29
C -1.5860 0.7606 0.1568 0.00 -0.34 -0.06
O -1.7635 2.0934 0.5648 0.10 0.17 -0.09
H 2.1255 0.2091 -1.0496 -0.02 -0.08 0.13
H 1.9490 -1.4552 -0.4415 0.01 0.15 0.05
H 3.0346 -0.3454 0.3862 -0.13 -0.01 -0.06
H 1.1849 1.0906 1.1186 -0.05 -0.15 -0.04
H 1.1294 -0.5776 1.6934 -0.07 0.09 -0.12
H -1.0605 -0.3718 -2.3505 0.05 -0.06 0.09
H 0.3714 -1.2313 -1.8064 -0.15 0.08 0.05
H -1.2115 -1.5777 -1.0681 0.08 0.14 -0.01
H -0.7103 0.4053 2.0717 0.02 -0.05 -0.14
H -1.1142 -1.1410 1.1791 0.08 0.17 -0.07
H -2.5145 0.3195 -0.2128 0.16 0.06 0.03
H -1.1447 2.6024 0.0228 -0.09 0.00 0.10
```
Positions in Å, forces in eV/Å.

Max |F|: 0.4 eV/Å
E_tot: -310.86432 a.u.
Kohn-Sham gap: 8.77 eV
Lowest unoccupied orbital energy: 0.98 eV
HOMO level: -0.2862 Eh

=====

Molecular formula: C6H12O
Method: DFT, ωB97M-V/def2-TZVPD

```
19
Properties=species:S:1:pos:R:3:forces:R:3
C -0.6888 -0.9398 2.1370 0.07 -0.03 0.01
C -1.2616 0.2961 1.4484 -0.12 0.04 0.22
O -0.9135 0.3872 0.0828 -0.03 -0.06 -0.08
C 0.2403 1.0585 -0.3048 0.01 0.17 -0.04
C 1.6043 0.4097 -0.3365 0.13 -0.10 0.12
C 0.7943 0.5587 -1.6017 -0.03 0.04 -0.12
C 0.1300 -0.6738 -2.1778 0.00 -0.05 -0.03
H 0.3266 -0.7849 2.5144 -0.11 -0.01 -0.11
H -0.6734 -1.7739 1.4273 -0.03 0.10 0.12
H -1.3280 -1.2273 2.9795 0.15 0.07 -0.08
H -0.9963 1.2144 1.9918 0.01 -0.09 -0.11
H -2.3547 0.2243 1.4367 0.14 0.04 0.08
H 0.2204 2.1351 -0.1175 -0.04 -0.19 -0.04
H 1.7372 -0.5946 0.0567 -0.12 0.13 -0.04
H 2.4603 1.0670 -0.1980 -0.18 -0.13 0.04
H 1.1205 1.3006 -2.3281 -0.02 -0.11 0.16
H -0.8323 -0.4211 -2.6359 0.16 -0.03 0.00
H 0.7616 -1.1594 -2.9279 -0.04 0.11 0.07
H -0.0782 -1.3946 -1.3827 0.05 0.07 -0.17
```
Positions in Å, forces in eV/Å.

Max |F|: 0.3 eV/Å
E_tot: -310.99912 a.u.
Kohn-Sham gap: 10.46 eV
Lowest unoccupied orbital energy: 1.16 eV
HOMO level: -0.3418 Eh
Structure (SMILES): CCO[C@H]1C[C@H]1C

=====

Molecular formula: C6H12O
Method: DFT, ωB97M-V/def2-TZVPD

```
19
Properties=species:S:1:pos:R:3:forces:R:3
C -0.8531 1.9894 0.0503 0.05 0.09 -0.05
C -0.9744 0.4824 0.2297 -0.07 0.00 0.16
C 0.1839 -0.3717 -0.2591 -0.10 0.03 0.11
C 0.1544 -0.8214 -1.7159 -0.02 -0.06 0.09
C 1.5409 -0.1314 0.3617 0.12 0.08 0.02
C 0.7055 -1.2698 0.8538 0.17 -0.19 -0.17
O 0.1856 -1.1489 2.1568 -0.12 -0.26 -0.08
H -0.7859 2.2963 -0.9973 -0.01 -0.05 0.06
H 0.0358 2.3656 0.5720 -0.15 -0.05 -0.13
H -1.7241 2.4781 0.4972 0.09 0.04 -0.12
H -1.8960 0.0973 -0.2244 0.07 0.14 -0.07
H -1.0622 0.2919 1.3066 -0.16 0.22 -0.32
H -0.7313 -1.4240 -1.9517 0.07 0.09 0.13
H 0.1464 0.0455 -2.3930 -0.02 -0.11 0.24
H 1.0383 -1.4125 -1.9874 -0.14 0.07 0.19
H 1.6882 0.7449 0.9891 -0.13 -0.27 0.08
H 2.4131 -0.3978 -0.2308 -0.16 0.09 0.05
H 1.0113 -2.2843 0.6188 0.11 0.03 -0.14
H -0.6725 -1.6019 2.1978 0.39 0.11 -0.06
```
Positions in Å, forces in eV/Å.

Max |F|: 0.4 eV/Å
E_tot: -311.01232 a.u.
Kohn-Sham gap: 10.37 eV
Lowest unoccupied orbital energy: 0.91 eV
HOMO level: -0.3478 Eh
Structure (SMILES): CC[C@@]1(C)C[C@H]1O

=====

Molecular formula: C6H12O
Method: DFT, ωB97M-V/def2-TZVPD

```
19
Properties=species:S:1:pos:R:3:forces:R:3
C 2.0225 0.3575 -0.4651 0.01 0.01 -0.07
C 1.0438 -0.1750 0.5803 0.01 -0.01 0.07
C -0.3921 -0.3460 0.1068 0.10 0.00 -0.07
C -0.6002 -1.2586 -1.0833 -0.04 -0.02 -0.02
C -1.4183 -0.2714 1.2197 -0.09 -0.08 0.11
C -1.3118 0.8395 0.2262 -0.16 -0.23 -0.14
O -0.8301 2.0825 0.6439 0.10 0.15 -0.11
H 1.7098 1.3395 -0.8404 0.04 -0.14 0.03
H 2.1199 -0.3151 -1.3241 -0.02 0.10 0.12
H 3.0182 0.4744 -0.0239 -0.14 0.00 -0.09
H 1.0440 0.5058 1.4380 0.00 -0.10 -0.10
H 1.4010 -1.1456 0.9515 -0.05 0.11 -0.05
H -0.0145 -0.9034 -1.9404 -0.10 -0.08 0.12
H -0.2948 -2.2903 -0.8727 -0.03 0.13 0.02
H -1.6511 -1.2753 -1.3944 0.14 -0.02 0.11
H -1.0201 -0.0891 2.2155 -0.07 0.02 -0.18
H -2.3096 -0.8934 1.2000 0.15 0.07 -0.07
H -2.1306 0.8942 -0.4957 0.20 0.02 0.06
H -0.3921 2.4712 -0.1255 -0.05 0.06 0.27
```
Positions in Å, forces in eV/Å.

Max |F|: 0.3 eV/Å
E_tot: -311.01868 a.u.
Kohn-Sham gap: 10.32 eV
Lowest unoccupied orbital energy: 0.91 eV
HOMO level: -0.3458 Eh
Structure (SMILES): CC[C@@]1(C)C[C@H]1O

=====

Molecular formula: C6H12O
Method: DFT, ωB97M-V/def2-TZVPD

```
19
Properties=species:S:1:pos:R:3:forces:R:3
C -2.2769 0.1919 -0.3179 0.00 0.03 -0.06
C -1.1691 0.2280 0.7345 0.06 -0.04 0.08
C 0.1667 0.7736 0.2410 -0.17 0.14 -0.01
C 1.3727 0.8164 1.1171 0.10 0.25 0.15
C 1.6698 -0.6412 1.2458 0.03 -0.21 0.17
C 1.3926 -0.0427 -0.0945 0.14 0.00 -0.18
H -2.4639 1.1903 -0.7328 0.08 -0.15 0.05
H -2.0358 -0.4781 -1.1498 -0.02 0.09 0.10
H -3.2142 -0.1486 0.1346 0.13 0.01 -0.10
H -1.0366 -0.7714 1.1636 0.00 0.12 -0.06
H -1.4885 0.8742 1.5612 0.02 -0.08 -0.07
H 0.0501 1.6573 -0.3938 0.03 -0.10 0.13
H 2.0197 1.6553 1.3365 -0.09 -0.17 -0.05
H 0.9496 -1.3232 1.6989 0.11 0.16 -0.05
H 2.7070 -0.9031 1.4506 -0.16 0.05 -0.05
H 2.0764 0.0419 -0.9309 -0.18 0.02 0.18
O 0.2677 -1.3593 -2.5362 -0.01 0.11 -0.03
H 0.2567 -1.1339 -1.5953 0.02 -0.09 -0.15
H 0.7560 -0.6275 -2.9326 -0.12 -0.15 -0.01
```
Positions in Å, forces in eV/Å.

Max |F|: 0.3 eV/Å
E_tot: -310.96990 a.u.
Kohn-Sham gap: 10.45 eV
Lowest unoccupied orbital energy: 0.98 eV
HOMO level: -0.3480 Eh
Structure (SMILES): CC[C@H]1[C@H]2C[C@@H]12.O